one.
Density functional theory data (wB97M-V/def2-TZVPD) for C18H20ClFN4O2 in the gas phase.

Results
- Lowest unoccupied orbital energy: -0.1 eV
- SMILES: COc1cc/c(=N\C(=O)CC2CN(Cc3ccc(F)c(C)c3Cl)C2)[nH]n1
- Frontier orbital gap: 8.50 eV
- E_HOMO: -8.5950 eV

Positions of all 46 atoms, in Å:
C (7.12673, 1.09705, 4.61468)
O (6.45025, -0.09930, 4.22580)
C (5.14739, 0.02394, 3.93214)
C (4.46997, -1.17787, 3.54267)
C (3.16257, -1.12928, 3.24276)
C (2.46845, 0.14332, 3.30827)
N (1.23182, 0.44167, 3.01416)
C (0.31610, -0.55999, 2.76374)
O (0.41676, -1.72894, 3.10491)
C (-0.88963, -0.07485, 1.98805)
C (-0.50546, 0.18465, 0.54111)
C (-0.11191, -1.02251, -0.33280)
N (-0.86759, -0.42108, -1.44545)
C (-1.61942, -1.32126, -2.29668)
C (-2.41696, -0.53663, -3.30792)
C (-1.72775, 0.15043, -4.30419)
C (-2.38662, 0.91685, -5.24444)
C (-3.76318, 0.99562, -5.17471)
F (-4.40040, 1.74889, -6.09861)
C (-4.51938, 0.34987, -4.21266)
C (-6.01404, 0.47356, -4.17682)
C (-3.80164, -0.41363, -3.28675)
Cl (-4.73249, -1.22425, -2.05036)
C (-1.62672, 0.40907, -0.49009)
N (3.25321, 1.18079, 3.69190)
N (4.56400, 1.16905, 4.00130)
H (8.15172, 0.80011, 4.81112)
H (7.08739, 1.83591, 3.81477)
H (6.67106, 1.52016, 5.50947)
H (5.03604, -2.09843, 3.50140)
H (2.59400, -1.99914, 2.95887)
H (-1.66230, -0.84170, 2.04323)
H (-1.25924, 0.84775, 2.43986)
H (0.24683, 0.97085, 0.48455)
H (0.94521, -1.20341, -0.53580)
H (-0.57208, -1.94776, 0.04401)
H (-0.90315, -1.95621, -2.82514)
H (-2.27492, -1.98119, -1.71407)
H (-0.64740, 0.08228, -4.32224)
H (-1.85941, 1.45115, -6.02222)
H (-6.34279, 0.89291, -3.22541)
H (-6.36610, 1.11254, -4.98145)
H (-6.48331, -0.50597, -4.27493)
H (-2.56363, -0.06806, -0.16925)
H (-1.83411, 1.42642, -0.82461)
H (2.81212, 2.08664, 3.73784)

two.
Density functional theory data (wB97M-V/def2-TZVPD) for C18H20ClFN4O2 in the gas phase.

Results
- Lowest unoccupied orbital energy: -0.2 eV
- SMILES: COc1cc/c(=N\C(=O)CC2CN(Cc3ccc(F)c(C)c3Cl)C2)[nH]n1
- Frontier orbital gap: 8.39 eV
- E_HOMO: -8.5832 eV

Positions of all 46 atoms, in Å:
C (3.26942, 1.58442, 6.58074)
O (3.31260, 0.33943, 5.88328)
C (2.54169, 0.24884, 4.78811)
C (2.57339, -1.01543, 4.10243)
C (1.81837, -1.17600, 3.00755)
C (0.99033, -0.07894, 2.52543)
N (0.15240, -0.08378, 1.54785)
C (0.18358, -1.00620, 0.51844)
O (-0.82782, -1.48742, 0.05626)
C (1.52137, -1.24215, -0.17909)
C (1.58783, -2.58548, -0.86945)
C (0.71662, -2.83212, -2.11218)
N (1.85762, -3.53423, -2.73341)
C (2.08113, -3.31399, -4.14779)
C (3.36040, -3.98660, -4.57969)
C (3.44101, -5.37367, -4.47669)
C (4.58636, -6.05948, -4.82664)
C (5.66884, -5.33523, -5.28513)
F (6.78608, -6.01509, -5.62641)
C (5.66946, -3.95755, -5.40949)
C (6.87484, -3.21620, -5.90820)
C (4.48502, -3.31187, -5.03949)
Cl (4.46771, -1.57064, -5.17221)
C (2.78310, -2.86467, -1.80059)
N (1.08361, 1.04973, 3.28719)
N (1.81676, 1.23734, 4.40729)
H (3.94441, 1.47042, 7.42277)
H (3.59794, 2.39759, 5.93388)
H (2.25762, 1.79467, 6.92662)
H (3.18854, -1.80774, 4.50630)
H (1.77186, -2.12032, 2.48431)
H (1.61433, -0.44018, -0.91996)
H (2.36260, -1.11126, 0.50549)
H (1.45781, -3.39738, -0.15139)
H (-0.19434, -3.41605, -2.00044)
H (0.47891, -1.88554, -2.61875)
H (1.24287, -3.75353, -4.69569)
H (2.10400, -2.24392, -4.39084)
H (2.57980, -5.90957, -4.09875)
H (4.65703, -7.13565, -4.75249)
H (7.23068, -2.51010, -5.15708)
H (7.67880, -3.90603, -6.14786)
H (6.62940, -2.63918, -6.80038)
H (3.19018, -1.92951, -2.21477)
H (3.60462, -3.48295, -1.43539)
H (0.50450, 1.83104, 3.02287)

Which structure wins on stability? one wins.

one.
Density functional theory data (wB97M-V/def2-TZVPD) for 2 unconnected molecules or ions with the total composition C3H9N3O.

Results
- Lowest unoccupied orbital energy: 0.9 eV
- SMILES: [H]/N=N/O.CC(C)=N
- Frontier orbital gap: 10.69 eV
- E_HOMO: -9.7934 eV

Positions of all 16 atoms, in Å:
H (-2.38325, -1.65574, 0.14659)
N (-2.67876, -0.63643, 0.06547)
N (-2.04969, 0.29733, 0.55618)
O (-2.83750, 1.43663, 0.60166)
H (-3.70967, 1.14525, 0.25119)
C (1.95045, -1.12173, -0.03098)
C (0.97297, -0.10958, -0.47797)
C (0.86195, 1.19867, 0.34267)
N (0.20753, -0.15749, -1.49109)
H (1.96881, -1.14490, 1.03214)
H (1.84011, -2.20300, -0.22678)
H (2.86585, -0.57286, -0.22784)
H (1.97094, 1.59188, 0.71573)
H (0.18383, 1.21078, 1.10985)
H (0.52104, 1.89026, -0.40582)
H (0.31538, -1.16908, -1.96101)

two.
Density functional theory data (wB97M-V/def2-TZVPD) for a molecular structure, C3H9N3O.

Results
- Lowest unoccupied orbital energy: 0.9 eV
- Frontier orbital gap: 8.45 eV
- E_HOMO: -7.5363 eV

Positions of all 16 atoms, in Å:
C (-1.64090, -0.11067, -0.17150)
N (1.07292, -0.46514, 0.69365)
N (-1.41778, 0.10656, 1.14188)
N (0.80836, 1.69554, -0.44969)
C (-0.60866, -0.18731, -1.07821)
C (0.74237, 0.30123, -0.70815)
O (1.13732, -1.86351, 0.44952)
H (0.28724, -2.00919, -0.02660)
H (1.99486, -0.21432, 1.04374)
H (-2.61282, -0.49851, -0.47365)
H (-0.07999, -0.18989, 1.32811)
H (-2.20195, -0.14481, 1.72775)
H (0.08117, 1.98802, 0.19243)
H (1.71522, 2.01999, -0.13870)
H (-0.79475, -0.42979, -2.11077)
H (1.51738, 0.00181, -1.41979)

Which structure wins on stability? two wins.

one.
Density functional theory data (wB97M-V/def2-TZVPD) for C3H9N3O in the gas phase.

Results
- Lowest unoccupied orbital energy: 0.9 eV
- SMILES: C=CN(O)C(N)N
- Frontier orbital gap: 8.62 eV
- E_HOMO: -7.6747 eV

Positions of all 16 atoms, in Å:
C (0.45970, 1.48276, -1.18686)
C (-0.72818, 0.96067, -0.85168)
N (-0.94547, 0.13979, 0.33033)
O (-1.89873, 0.63611, 1.23514)
C (0.04581, -0.90372, 0.57208)
N (1.15682, -0.42091, 1.31018)
N (0.44489, -1.29936, -0.77371)
H (1.40803, 0.97481, -1.07796)
H (0.48560, 2.39633, -1.77551)
H (-1.63364, 1.48069, -1.15945)
H (-2.52156, -0.11258, 1.39248)
H (-0.41435, -1.75315, 1.08060)
H (1.08115, 0.51808, 1.69144)
H (1.85202, -1.05269, 1.68830)
H (-0.21769, -1.63649, -1.46609)
H (1.42562, -1.41035, -1.00932)

two.
Density functional theory data (wB97M-V/def2-TZVPD) for 2 unconnected molecules or ions with the total composition C3H9N3O.

Results
- Lowest unoccupied orbital energy (spin up / spin down): 0.5 / 0.5 eV
- SMILES: C=C/C(N)=[NH+]\[O-].N
- Frontier orbital gap (spin up / spin down): 7.84 / 7.83 eV
- E_HOMO (spin up / spin down): -7.2978 / -7.2965 eV

Positions of all 16 atoms, in Å:
C (1.03648, -1.67149, 0.60370)
C (-0.19890, -1.28155, 0.40088)
C (-0.52132, -0.33473, -0.56530)
N (0.16471, -0.03980, -1.73034)
N (-1.62604, 0.37022, -0.36430)
O (-2.32722, 0.39214, 0.71031)
H (1.47403, -2.32218, 1.28979)
H (1.81371, -1.15771, 0.15893)
H (-0.96071, -1.84692, 0.90043)
H (0.80464, -0.72286, -1.97761)
H (0.01178, 0.73318, -2.30311)
H (-1.83587, 1.18408, -0.99568)
N (0.42078, 1.75625, 0.78447)
H (0.49997, 2.60413, 1.33832)
H (1.26871, 1.30752, 0.41606)
H (-0.02474, 1.02970, 1.33346)

Which structure wins on stability? two wins.

one.
Density functional theory data (wB97M-V/def2-TZVPD) for C5H6O in the gas phase.

Results
- Lowest unoccupied orbital energy: 0.4 eV
- SMILES: C#CC(=O)CC
- Frontier orbital gap: 10.76 eV
- E_HOMO: -10.3336 eV

Positions of all 12 atoms, in Å:
C (-2.08573, 0.18228, -2.24700)
C (-1.07030, 0.18595, -1.59863)
C (0.15904, 0.15595, -0.79889)
O (1.24844, 0.25198, -1.31803)
C (-0.04378, -0.00073, 0.69320)
C (1.25114, -0.31497, 1.42799)
H (-2.97572, 0.17921, -2.84022)
H (-0.49170, 0.93698, 1.05128)
H (-0.80870, -0.76943, 0.85943)
H (1.07620, -0.39381, 2.50539)
H (1.99717, 0.46282, 1.24684)
H (1.67399, -1.26065, 1.07553)

two.
Density functional theory data (wB97M-V/def2-TZVPD) for a molecular structure, C5H6O.

Results
- Lowest unoccupied orbital energy: -0.5 eV
- Frontier orbital gap: 7.92 eV
- E_HOMO: -8.4548 eV

Positions of all 12 atoms, in Å:
C (2.84591, -0.16492, -0.19709)
C (1.68656, 0.16202, -0.26091)
C (0.28026, 0.56377, -0.33783)
C (-0.90874, -0.86460, 0.21564)
C (-1.74217, 0.25397, 0.37716)
O (-0.12781, 1.54691, 0.40185)
H (3.87562, -0.44228, -0.13543)
H (-0.08027, 0.46235, -1.37394)
H (-1.02149, -1.49405, -0.66276)
H (-0.52377, -1.34570, 1.11119)
H (-1.98957, 0.66236, 1.34836)
H (-2.31895, 0.63843, -0.46120)

Which structure wins on stability? one wins.